Record 1
This record from the Open Molecules 2025 dataset describes a 8-piece molecular cluster, C8H32N16O8 overall. The level of theory is ωB97M-V/def2-TZVPD.

Maximum force ... 8.66 eV/Å
Kohn-Sham gap ... 8.94 eV
Structure (SMILES) ... NC(N)=O.NC(N)=O.NC(N)=O.NC(N)=O.NC(N)=O.NC(N)=O.NC(N)=O.NC(N)=O

```
64
Properties=species:S:1:pos:R:3:lowdin_charge:R:1
N -0.951 -0.992 -5.025 0.17
C -1.072 -2.009 -4.236 -0.84
N -0.576 -3.039 -4.799 0.18
O -1.673 -2.063 -3.208 0.05
H -0.951 -0.069 -4.616 0.12
H -0.798 -1.116 -6.015 0.12
H -0.527 -3.842 -4.189 0.12
H -0.128 -3.003 -5.704 0.12
N 1.564 -3.027 -1.997 0.17
C 2.103 -3.650 -3.056 -0.79
N 2.462 -4.836 -2.866 0.20
O 2.165 -3.001 -4.071 0.01
H 1.590 -3.321 -1.031 0.11
H 1.226 -2.081 -2.104 0.06
H 2.557 -5.374 -3.716 0.14
H 2.556 -5.134 -1.906 0.13
N 1.908 -0.205 -4.191 0.18
C 2.147 0.552 -3.168 -0.78
N 2.650 -0.034 -2.095 0.16
O 1.760 1.721 -3.126 0.01
H 2.293 -1.139 -4.217 0.06
H 1.336 0.255 -4.884 0.11
H 2.973 -0.990 -2.152 0.09
H 2.872 0.573 -1.319 0.06
N -3.113 -1.689 3.762 0.17
C -2.138 -2.448 4.067 -0.72
N -2.109 -3.521 3.234 0.15
O -1.308 -2.073 4.923 0.00
H -3.812 -2.029 3.117 0.12
H -3.121 -0.726 4.066 0.12
H -2.943 -3.717 2.698 0.09
H -1.502 -4.306 3.423 0.11
N -2.026 3.638 1.639 0.14
C -1.648 4.794 1.115 -0.73
N -2.685 5.604 0.920 0.15
O -0.513 4.996 0.689 0.03
H -1.480 2.871 1.274 0.05
H -3.012 3.575 1.851 0.10
H -3.612 5.289 1.167 0.10
H -2.497 6.527 0.555 0.11
N -0.795 0.595 3.951 0.15
C -1.376 1.198 4.948 -0.73
N -1.611 2.462 4.559 0.15
O -1.640 0.590 6.003 0.01
H -0.450 1.044 3.115 0.09
H -0.611 -0.373 4.172 0.08
H -1.884 3.172 5.225 0.11
H -1.286 2.759 3.651 0.06
N -0.330 -0.316 -1.027 0.17
C -0.809 0.269 0.135 -0.60
N -1.473 -0.607 0.822 0.18
O -0.569 1.446 0.546 -0.04
H -0.894 -1.007 -1.501 0.06
H 0.416 0.157 -1.518 0.07
H -1.539 -0.422 1.813 0.08
H -1.499 -1.544 0.447 0.12
N 2.202 2.234 1.261 0.19
C 3.468 2.217 0.824 -0.75
N 4.231 2.867 1.539 0.17
O 3.927 1.787 -0.266 -0.01
H 1.473 1.963 0.617 0.07
H 1.963 2.525 2.199 0.11
H 3.922 3.259 2.417 0.13
H 5.197 2.763 1.260 0.14
```

=====

Record 2
This record from the Open Molecules 2025 dataset describes a 8-piece molecular cluster, C8H32O8 overall. The level of theory is ωB97M-V/def2-TZVPD.

Maximum force ... 1.46 eV/Å
Kohn-Sham gap ... 10.17 eV
Structure (SMILES) ... CO.CO.CO.CO.CO.CO.CO.CO

```
48
Properties=species:S:1:pos:R:3:lowdin_charge:R:1
C -4.242 0.350 -3.330 -0.16
O -4.961 -0.517 -2.457 -0.11
H -4.897 1.112 -3.773 0.08
H -3.404 0.864 -2.853 0.07
H -3.878 -0.253 -4.158 0.08
H -5.250 -0.018 -1.690 0.06
C 2.460 -2.594 1.557 -0.17
O 3.484 -1.681 1.893 -0.12
H 2.818 -3.625 1.652 0.08
H 1.532 -2.390 2.097 0.06
H 2.229 -2.488 0.495 0.07
H 3.705 -1.787 2.822 0.08
C 0.421 0.174 -0.027 -0.15
O -0.401 0.472 -1.150 -0.13
H -0.063 -0.444 0.727 0.07
H 1.320 -0.325 -0.406 0.07
H 0.876 1.092 0.378 0.06
H -1.276 0.721 -0.818 0.02
C -0.371 -0.967 -4.270 -0.16
O -0.123 -2.025 -5.207 -0.13
H 0.508 -0.329 -4.182 0.08
H -1.206 -0.386 -4.655 0.07
H -0.666 -1.347 -3.290 0.07
H 0.658 -2.493 -4.903 0.06
C 1.724 1.358 3.453 -0.16
O 2.294 1.996 4.597 -0.12
H 2.210 1.756 2.562 0.06
H 1.882 0.280 3.485 0.07
H 0.666 1.611 3.349 0.08
H 1.641 1.976 5.302 0.07
C -2.694 2.563 0.521 -0.13
O -2.843 1.350 -0.189 -0.13
H -1.625 2.745 0.642 0.08
H -3.092 3.428 -0.019 0.09
H -3.130 2.529 1.523 0.08
H -3.777 1.152 -0.292 0.08
C -1.318 -3.308 1.935 -0.16
O -1.300 -2.826 3.272 -0.13
H -2.355 -3.284 1.591 0.08
H -0.778 -2.644 1.254 0.05
H -0.956 -4.334 1.886 0.08
H -0.596 -3.267 3.751 0.07
C 4.039 2.837 -0.219 -0.17
O 4.458 2.630 -1.560 -0.12
H 2.949 2.730 -0.133 0.06
H 4.473 2.088 0.452 0.08
H 4.326 3.831 0.105 0.08
H 4.529 1.686 -1.719 0.07
```

=====

Record 3
This record from the Open Molecules 2025 dataset describes a 8-piece molecular cluster, C8H32O8 overall. The level of theory is ωB97M-V/def2-TZVPD.

Maximum force ... 1.94 eV/Å
Kohn-Sham gap ... 10.40 eV
Structure (SMILES) ... CO.CO.CO.CO.CO.CO.CO.CO

```
48
Properties=species:S:1:pos:R:3:lowdin_charge:R:1
C -1.621 -2.104 6.060 -0.15
O -3.026 -1.853 6.309 -0.13
H -1.143 -2.461 6.972 0.07
H -1.461 -2.786 5.225 0.08
H -1.064 -1.200 5.810 0.06
H -3.085 -1.397 7.152 0.06
C 5.623 1.676 0.216 -0.16
O 4.829 1.204 -0.861 -0.14
H 5.001 1.514 1.096 0.08
H 6.528 1.069 0.206 0.08
H 5.849 2.715 -0.022 0.07
H 5.466 1.221 -1.579 0.07
C -4.389 -4.241 -4.628 -0.15
O -4.240 -3.924 -3.227 -0.13
H -5.373 -4.678 -4.800 0.07
H -4.307 -3.331 -5.223 0.07
H -3.566 -4.890 -4.925 0.07
H -4.247 -2.968 -3.138 0.06
C 3.162 6.430 -2.384 -0.15
O 2.186 5.434 -2.053 -0.13
H 4.186 6.070 -2.481 0.07
H 2.839 6.891 -3.318 0.08
H 3.146 7.084 -1.512 0.07
H 2.710 4.650 -1.874 0.06
C -0.391 -0.841 -0.035 -0.19
O 0.736 -1.294 -0.691 -0.12
H -1.184 -1.572 -0.193 0.08
H -0.104 -0.766 1.014 0.08
H -0.749 0.115 -0.417 0.08
H 1.380 -0.585 -0.755 0.08
C 1.693 -6.514 -0.774 -0.19
O 2.643 -5.496 -0.971 -0.11
H 0.771 -6.096 -0.369 0.07
H 1.388 -7.058 -1.667 0.07
H 1.980 -7.210 0.015 0.07
H 2.079 -4.726 -1.075 0.07
C 2.055 4.570 4.752 -0.18
O 1.289 3.393 4.630 -0.11
H 2.832 4.707 4.000 0.07
H 1.334 5.386 4.735 0.08
H 2.669 4.593 5.653 0.07
H 1.803 2.653 4.962 0.07
C -6.327 1.041 -3.501 -0.17
O -5.319 0.748 -2.544 -0.12
H -6.702 0.110 -3.925 0.07
H -7.168 1.589 -3.076 0.08
H -5.884 1.560 -4.351 0.08
H -4.829 1.567 -2.439 0.07
```

=====

Record 4
This record from the Open Molecules 2025 dataset describes C8H33BaO9 as an isolated structure. The level of theory is ωB97M-V/def2-TZVPD.

Maximum force ... 2.26 eV/Å
Total charge ... +1
Kohn-Sham gap ... 8.39 eV

```
51
Properties=species:S:1:pos:R:3:lowdin_charge:R:1
Ba -2.672 0.291 0.937 1.98
O -0.386 -0.199 -0.477 -0.52
H 0.095 0.651 -0.459 -0.03
C 2.817 0.682 -1.068 -0.13
O 1.942 -0.150 -1.844 -0.12
H 3.075 0.025 -0.237 0.05
H 3.733 0.914 -1.610 0.09
H 2.388 1.538 -0.547 0.06
H 1.191 -0.390 -1.296 -0.01
C 2.561 -2.162 1.173 -0.15
O 1.557 -1.255 1.471 -0.13
H 2.699 -2.760 2.074 0.09
H 2.372 -2.831 0.334 0.09
H 3.554 -1.738 1.020 0.08
H 1.077 -0.937 0.702 0.01
C -0.508 0.297 4.011 -0.11
O -0.381 0.572 2.624 -0.27
H 0.472 0.427 4.472 0.10
H -1.247 0.833 4.606 0.09
H -0.780 -0.757 4.060 0.07
H 0.332 0.040 2.263 0.03
C -1.663 0.478 -3.648 -0.17
O -1.490 -0.725 -2.954 -0.13
H -0.798 1.140 -3.687 0.08
H -1.892 0.294 -4.698 0.08
H -2.519 1.010 -3.233 0.07
H -1.062 -0.417 -2.152 -0.01
C -1.084 3.477 0.968 -0.16
O -1.893 2.859 -0.026 -0.26
H -0.078 3.086 1.120 0.08
H -0.992 4.550 0.804 0.10
H -1.552 3.517 1.951 0.08
H -1.652 3.238 -0.874 0.03
C 0.653 3.379 -1.914 -0.13
O -0.637 3.848 -2.252 -0.12
H 1.112 4.043 -1.182 0.09
H 0.635 2.354 -1.543 0.05
H 1.277 3.419 -2.808 0.10
H -0.499 4.672 -2.725 0.11
C 0.224 -3.525 -1.551 -0.13
O -0.308 -2.876 -0.427 -0.15
H 1.134 -3.104 -1.977 0.08
H 0.481 -4.572 -1.390 0.09
H -0.506 -3.533 -2.360 0.08
H -0.310 -1.917 -0.465 -0.01
C -1.840 -3.117 2.778 -0.12
O -1.750 -2.201 1.716 -0.31
H -2.158 -4.109 2.456 0.10
H -0.950 -3.131 3.408 0.09
H -2.591 -2.640 3.408 0.08
H -1.182 -2.592 1.048 0.02
```

=====

In order of appearance, energy relative to the best compared isomer or geometry (same formula, charge and spin) = 5.008, 3.984, 4.895, 1.038 eV.